23
Properties=species:S:1:pos:R:3:forces:R:3 method="wB97M-V/def2-TZVPD" charge=-1 relative_energy_kj_mol=29.2 e_homo_ev=-2.886 gap_ev=6.875
C 1.07880 -0.66200 1.90871 0.3 -0.8 0.2
O 1.40990 -1.62705 0.90259 -0.1 0.2 0.6
C 1.97366 0.58103 1.83856 -0.4 0.3 -0.8
C 1.20078 1.83499 2.25984 0.6 0.4 -0.4
H 0.03655 -0.32786 1.77569 0.2 -0.2 0.2
H 1.19838 -1.20785 2.88567 -0.2 0.6 -0.7
H 1.08635 -1.18749 0.08069 -0.1 0.0 -0.1
H 2.87588 0.43776 2.41480 0.4 0.0 0.3
H 2.27520 0.70329 0.77668 -0.2 -0.1 0.6
H 0.78295 1.72322 3.25086 -0.2 0.0 0.4
H 1.84864 2.73652 2.25651 -0.3 -0.4 0.1
H 0.39380 2.00441 1.53579 0.1 -0.1 0.2
C -1.93409 -0.50957 -3.04457 -0.8 -0.9 -0.5
C -2.15540 -0.91003 -1.57108 0.2 -0.2 -0.3
C -1.65804 0.17105 -0.60097 -0.2 0.2 -0.5
S 0.10734 0.52319 -0.84977 -0.1 0.3 -0.4
H -2.45404 0.44009 -3.29493 0.2 -0.5 0.1
H -2.28080 -1.32974 -3.76650 0.3 1.1 0.9
H -0.87514 -0.36412 -3.18975 0.3 0.2 -0.1
H -3.22290 -1.10515 -1.41140 0.0 -0.1 0.1
H -1.59930 -1.85302 -1.35256 -0.3 0.6 -0.2
H -1.83945 -0.15469 0.42713 -0.1 0.0 0.1
H -2.25699 1.09710 -0.75616 0.3 -0.4 0.1

22
Properties=species:S:1:pos:R:3:forces:R:3 method="wB97M-V/def2-TZVPD" charge=-1 relative_energy_kj_mol=24.7 e_homo_ev="1.492 / -7.511" multiplicity=2 s_squared=0.75 gap_ev="2.500 / 11.694"
C 0.52814 0.10492 1.44621 -0.5 0.7 0.5
C 1.26509 0.64677 2.67639 0.4 -0.7 -0.1
C 1.41103 -0.48116 0.37954 1.4 -0.8 0.1
C -0.69985 -0.73031 1.80916 0.3 0.4 0.0
H 0.10206 1.03481 1.03483 0.0 -0.2 -0.2
H 1.87030 -0.10084 3.20526 0.0 -0.1 -0.2
H 2.44793 -0.11538 0.42739 -0.3 0.5 -0.1
H 1.61951 -1.55191 0.50841 -0.6 -0.1 0.0
H 1.04771 -0.31604 -0.63113 -0.1 0.0 -0.1
H -0.49257 -1.65146 2.35664 0.2 0.0 -0.1
H -1.31102 -0.08764 2.44962 -0.4 -0.2 0.0
H 0.56922 1.02323 3.42705 -0.1 0.3 -0.1
H 1.94342 1.43097 2.33143 0.0 0.1 0.3
H -1.23670 -0.97789 0.89507 -0.2 -0.1 0.0
C -1.43229 -0.27944 -2.31396 -0.4 -0.2 0.7
C -0.84417 0.68945 -3.32075 0.3 1.1 0.4
H -2.37119 -0.77207 -2.56856 0.0 0.0 -0.6
H -0.71976 -1.08273 -2.11707 -0.1 0.1 0.3
H -1.71143 0.21708 -1.37540 0.5 -0.1 0.0
H -0.76970 1.71847 -2.93225 -0.4 -0.2 0.2
H 0.22218 0.49110 -3.46347 -0.2 -0.4 -0.7
H -1.43792 0.79007 -4.22441 0.3 -0.3 -0.4

22
Properties=species:S:1:pos:R:3:forces:R:3 method="wB97M-V/def2-TZVPD" relative_energy_kj_mol=174.5 e_homo_ev=-10.682 smiles=CC(C)C.CC gap_ev=11.730
C -0.00097 2.68749 1.70313 -0.6 2.2 -1.3
C 1.02345 2.32770 0.60413 -0.6 -2.1 0.8
H -0.90896 3.24424 1.25013 1.3 -1.0 0.8
H -0.34012 1.84766 2.29513 0.0 -0.4 -0.2
H 0.46328 3.38425 2.37881 0.0 0.4 0.6
H 1.81267 1.67620 1.10670 -0.6 1.0 -1.1
H 1.39525 3.05163 -0.12207 0.2 0.5 0.9
H 0.42369 1.68770 -0.03046 0.3 -0.7 -0.4
C -0.08345 -1.22607 -0.32850 -2.2 -1.0 -0.6
C -0.47526 -2.70277 -0.04776 1.6 -0.8 -0.5
C 1.10214 -1.03821 -1.35131 -2.5 0.7 -3.0
C -1.49230 -0.62883 -0.70609 -0.3 0.9 2.3
H 0.22657 -0.89385 0.63739 0.4 0.9 0.4
H -0.59375 -2.93024 1.01463 -0.4 0.4 0.0
H 0.46159 -3.27621 -0.28693 -1.3 -0.3 -0.3
H 1.93198 -0.74213 -0.79677 1.7 0.3 0.6
H 1.32469 -1.85781 -2.08455 -0.2 -0.1 1.4
H 0.94535 -0.25180 -2.21991 -0.1 -0.7 2.2
H -2.44854 -1.09048 -0.33606 1.4 -0.5 0.3
H -1.70987 0.38743 -0.37902 0.7 0.5 -0.3
H -1.62902 -0.69128 -1.72137 -0.1 0.1 -2.7
H -1.42841 -2.96460 -0.57927 1.4 -0.3 0.2

22
Properties=species:S:1:pos:R:3:forces:R:3 method="wB97M-V/def2-TZVPD" relative_energy_kj_mol=47.0 e_homo_ev=-10.959 smiles=CC(C)C.CC gap_ev=12.057
C -2.91991 0.92304 -0.09726 0.6 -0.8 0.3
C -2.39410 1.50173 1.20979 0.4 0.3 0.0
H -2.71584 1.54783 -0.96674 -0.4 0.4 0.2
H -2.36744 0.00801 -0.33161 -0.2 -0.2 0.1
H -3.96671 0.64676 0.00274 -0.1 0.2 -0.3
H -1.32576 1.70120 1.14229 -0.1 0.4 -0.2
H -2.44085 0.83147 2.07071 -0.5 -0.2 -0.2
H -2.91658 2.42786 1.45073 0.1 0.0 0.2
C 1.69668 -0.77045 0.03679 -1.0 0.3 0.2
C 2.78512 -0.66361 -1.01309 -0.4 0.1 -0.4
C 0.92149 0.58068 0.15244 0.6 -0.7 -0.1
C 0.77028 -1.95669 -0.28611 -0.3 0.9 0.6
H 2.02502 -0.97083 1.05903 0.7 -0.1 -0.2
H 3.60366 -0.01075 -0.71058 0.3 -0.4 0.0
H 2.34595 -0.18449 -1.89465 -0.1 0.1 0.0
H 1.17648 1.09016 1.08203 -0.2 0.0 0.1
H 1.22352 1.25431 -0.64645 -0.3 0.1 -0.2
H -0.14148 0.36341 0.11386 -0.1 0.3 0.0
H 1.31850 -2.87267 -0.08493 -0.1 -0.3 -0.4
H -0.08536 -1.90908 0.39508 0.0 -0.2 0.0
H 0.34706 -1.88877 -1.29013 0.3 -0.2 -0.1
H 3.06028 -1.64913 -1.39395 0.7 0.1 0.4

22
Properties=species:S:1:pos:R:3:forces:R:3 method="wB97M-V/def2-TZVPD" relative_energy_kj_mol=115.6 e_homo_ev=-9.476 smiles="C=CC.CC.C" gap_ev=10.602
C -1.86104 0.88895 -0.13924 0.3 -0.1 -0.6
C -1.22288 0.95776 -1.30925 -1.2 0.6 0.2
C -2.54251 -0.33630 0.36980 -0.1 0.0 0.0
H -1.91039 1.75706 0.50595 0.2 0.1 0.0
H 0.35290 -0.09883 1.38762 -0.2 0.5 0.4
H -1.30151 0.16866 -2.04167 0.2 -0.3 0.1
H 0.32117 -0.59381 -0.84280 1.3 -1.2 0.6
H -0.81814 1.89134 -1.66865 0.2 0.1 0.1
H -2.30298 -1.20473 -0.23912 0.0 -0.1 0.0
H -2.25491 -0.53832 1.40404 0.0 0.0 0.0
H -3.62463 -0.19366 0.34556 -0.1 -0.1 0.1
C 1.20698 -1.31142 -0.76725 -0.9 0.6 -0.8
C 0.57474 0.83202 1.93531 0.3 -0.6 -0.3
C 2.52323 -0.56637 -0.91810 -0.1 0.0 0.1
H 1.21228 -1.92924 0.12886 -0.3 0.2 0.2
H 1.06661 -1.99936 -1.60225 0.1 -0.1 -0.1
H 3.36573 -1.25643 -0.94742 0.1 0.0 0.0
H 2.52653 0.01771 -1.83643 0.1 0.1 -0.1
H 0.72882 1.62336 1.21428 0.1 0.2 -0.1
H -0.20647 1.12539 2.62638 -0.2 -0.2 0.1
H 1.49578 0.65000 2.47722 0.2 0.1 0.2
H 2.67068 0.11623 -0.08285 0.1 0.1 0.0

22
Properties=species:S:1:pos:R:3:forces:R:3 method="wB97M-V/def2-TZVPD" relative_energy_kj_mol=165.5 e_homo_ev=-10.839 smiles=CCC.CCC gap_ev=11.954
C 0.03497 -2.55176 -1.12341 1.3 -1.3 1.2
C -0.10482 -1.33405 -1.94255 -2.3 -0.2 -3.5
C 0.40179 -2.23904 0.35249 -0.5 0.6 -0.1
H -0.84605 -3.19234 -1.18081 0.0 0.0 0.0
H 0.91473 -3.13160 -1.47526 -0.7 0.0 -0.2
H -0.64654 -1.54622 -2.99836 1.8 0.1 1.9
H -0.33234 -1.49875 0.73146 0.6 0.0 -0.1
H 0.20848 -3.10511 1.02238 0.9 0.3 -0.5
H 0.80854 -0.81083 -2.09915 0.8 0.4 -0.3
H -0.83898 -0.63963 -1.60561 -0.4 0.7 1.1
H 1.45604 -1.80023 0.37401 -1.4 -0.8 0.4
C 0.00092 2.45777 1.29146 0.7 -2.8 -2.5
C -1.38528 1.94682 0.96274 -1.5 -1.2 -0.1
C 1.20289 1.66465 0.57618 -1.2 -0.8 -0.4
H 0.11515 2.32642 2.32751 0.6 0.4 1.4
H 0.11187 3.48331 0.93802 -0.1 0.0 0.5
H -2.05497 1.94093 1.81667 0.1 0.2 0.5
H -1.79530 2.67468 0.33984 -1.1 1.1 -1.3
H 1.15670 1.65726 -0.58031 0.3 1.0 1.8
H 1.29283 0.52025 0.69561 -0.4 1.8 0.8
H -1.68762 0.96843 0.46649 1.5 0.8 0.4
H 1.98699 2.20904 1.11057 1.0 -0.6 -1.1

36
Properties=species:S:1:pos:R:3:forces:R:3 method="wB97M-V/def2-TZVPD" e_homo_ev=-10.128 gap_ev=8.695
C 3.06871 -1.94535 -0.38636 1.4 -0.8 -0.7
O 2.85405 -0.81967 0.53184 -1.9 -0.7 -1.1
C 1.44120 -0.62977 0.88279 -0.9 -0.6 0.7
C 0.48021 -0.07228 -0.32163 -0.3 -0.5 -0.2
O -0.88616 -0.62074 -0.03280 0.7 2.5 -1.5
C -1.93117 0.21090 -0.64284 -0.7 0.7 -0.3
B -3.24553 -0.73192 -1.08523 -2.1 -1.6 -0.2
O -4.50631 -0.04497 -1.51981 2.2 -1.0 2.3
O -3.23422 -2.20847 -1.12359 -0.2 3.2 1.6
C -1.48950 1.01677 -1.99935 -2.6 -0.6 -1.2
N -0.21220 1.82916 -1.86445 0.4 -0.9 0.1
C 0.44702 1.55678 -0.49485 0.6 -0.2 1.1
B 1.91859 2.28779 -0.56125 3.4 1.0 0.6
O 2.97365 2.22304 0.48527 -4.9 0.3 -1.0
O 2.25038 3.13483 -1.75598 -1.3 -0.1 3.6
H 4.21210 -1.88473 -0.72431 -2.6 0.0 0.9
H 2.93044 -3.00659 0.09617 0.0 2.2 -0.6
H 2.44391 -1.91373 -1.37498 0.9 0.1 1.9
H 0.97307 -1.65108 1.28615 0.7 2.3 -0.9
H 1.34079 0.13309 1.77840 0.5 -1.6 -1.7
H 0.76400 -0.52537 -1.38185 -0.2 0.9 2.0
H -2.36128 1.03140 0.11008 1.1 -1.7 -1.3
H -5.14953 -0.02176 -0.75107 1.0 -0.2 -1.4
H -3.41076 -2.61861 -0.22693 0.6 0.6 -1.4
H -2.33088 1.79711 -2.32600 1.6 -2.0 0.9
H -1.41763 0.23599 -2.89694 0.3 1.9 1.9
H 0.46708 1.41295 -2.57028 -0.9 1.3 0.9
H -0.36541 2.86474 -2.02713 0.5 -1.6 0.0
H -0.15224 2.10151 0.37804 0.9 -1.4 -1.9
H 2.48382 2.01583 1.35673 1.5 0.0 -1.7
H 2.39147 4.04914 -1.34020 0.3 -1.8 -1.1
B -0.54951 -1.84121 4.10051 -0.2 -0.3 0.8
F -0.38178 -2.44592 2.78903 -0.1 0.6 1.0
F -0.27032 -2.82978 5.12926 -0.3 1.3 -1.4
F 0.36985 -0.72362 4.23992 -0.9 -1.0 -0.4
F -1.91590 -1.36546 4.24362 1.5 -0.4 -0.3

27
Properties=species:S:1:pos:R:3:forces:R:3 method="wB97M-V/def2-TZVPD" relative_energy_kj_mol=0.0 e_homo_ev=-7.890 gap_ev=8.085
C 1.08844 0.93482 2.76004 1.1 -1.9 -1.9
C -0.23933 2.62992 1.64116 -1.0 1.6 0.4
C -0.62919 0.40018 -2.30752 4.9 1.5 1.6
C -0.56019 -2.67017 -2.32942 -0.8 3.5 2.8
C -1.99581 -1.12202 0.05548 2.5 -3.0 -0.9
C 1.19137 -1.02525 -0.21332 0.3 2.6 -1.0
N 0.86747 1.72927 1.59141 1.0 -0.4 -0.9
Si -0.46997 -1.10601 -1.14337 -0.3 -0.8 -0.9
P 1.64613 1.44461 0.11946 -1.2 -2.4 0.7
Cl 2.60648 -1.41796 -1.26879 -0.6 -0.1 0.3
Cl 3.49485 1.09185 0.85185 0.8 -0.1 0.0
H 1.59811 -0.04173 2.64676 -0.4 0.4 -1.0
H 1.67197 1.30785 3.50872 1.5 2.1 2.0
H 0.16452 0.71276 3.11903 -2.8 -0.7 1.5
H -1.20076 2.16210 2.08559 1.1 0.2 -1.5
H -0.09663 3.44383 2.43821 0.3 -0.6 -1.3
H -0.27312 3.08371 0.57040 -0.8 -0.5 2.1
H -1.53607 0.51342 -2.74199 -3.1 0.6 -1.0
H -0.20051 1.39480 -1.83917 -1.6 -1.7 -0.4
H 0.08877 0.44176 -3.15865 -0.3 -0.9 0.3
H -1.39435 -2.62619 -2.92236 -2.5 0.4 -1.3
H 0.18936 -2.65677 -2.98756 3.4 0.3 -2.5
H -0.55823 -3.58845 -1.91219 0.0 -3.0 1.9
H -2.75221 -0.66027 -0.46234 -2.0 1.3 -0.9
H -2.29556 -2.19659 0.23662 0.4 1.2 0.0
H -1.71097 -0.63908 0.94112 0.0 0.7 1.4
H 1.30544 -1.54036 0.72084 0.1 -0.1 0.5

32
Properties=species:S:1:pos:R:3:forces:R:3 method="wB97M-V/def2-TZVPD" charge=-1 relative_energy_kj_mol=0.0 e_homo_ev=-6.009 gap_ev=8.999
O 0.11271 0.48707 2.13799 0.5 0.4 0.0
S -0.04905 -0.14483 3.42600 -1.3 -0.6 -0.2
O -0.30178 -1.56095 3.41935 0.3 -0.1 0.2
N -1.16358 0.54553 4.34094 0.7 0.4 -0.2
S -1.33665 2.13606 4.24315 -0.6 -0.3 0.6
O -2.06879 2.56746 5.40748 0.0 0.0 0.1
O -1.83444 2.61314 2.96610 0.0 -0.1 -0.4
P 0.70832 2.93429 4.31248 0.6 0.2 -0.1
O 0.69222 3.50284 2.80644 0.3 -0.2 -0.1
Cl 0.43488 4.68205 5.39584 -0.2 0.0 0.1
H 1.11036 0.02629 4.09620 0.1 0.1 0.0
H -0.10010 3.15394 2.34942 -0.3 0.2 -0.1
C -1.08779 -1.59905 -0.24090 0.0 -0.1 -0.1
C 0.34843 -1.37930 -0.69972 0.0 0.0 0.0
C 0.52387 -0.13925 -1.57270 0.1 0.0 0.0
C -0.25115 -0.16253 -2.89168 0.0 0.0 0.0
C 0.06565 -1.34581 -3.80440 0.0 0.1 -0.1
C 1.52012 -1.38751 -4.26410 -0.1 -0.1 0.0
H -1.76461 -1.77161 -1.08266 0.0 0.0 0.0
H -1.14958 -2.46880 0.41379 0.0 0.0 0.1
H -1.44208 -0.73525 0.32138 0.0 0.0 0.0
H 0.71023 -2.26936 -1.22742 0.0 0.0 0.0
H 0.97880 -1.26690 0.18382 0.0 0.0 0.0
H 1.58950 0.00467 -1.77831 0.0 0.0 0.0
H 0.20884 0.73638 -0.99875 0.0 0.0 0.0
H -0.04501 0.76745 -3.43328 0.0 0.0 0.0
H -1.32399 -0.15546 -2.68215 0.0 0.0 0.0
H -0.58131 -1.28914 -4.68519 0.0 0.0 0.0
H -0.18569 -2.28356 -3.30224 0.0 0.0 0.0
H 1.78467 -0.47294 -4.79992 0.0 0.0 0.0
H 1.69332 -2.23064 -4.93592 0.0 0.0 0.0
H 2.20369 -1.49426 -3.42107 0.0 0.0 0.0

25
Properties=species:S:1:pos:R:3:forces:R:3 method="wB97M-V/def2-TZVPD" charge=+2 relative_energy_kj_mol=15.2 e_homo_ev="-18.818 / -17.378" multiplicity=2 s_squared=0.76 gap_ev="12.445 / 3.699"
Cs 17.51740 28.57981 11.29049 -0.5 -0.5 0.2
C 21.47621 28.18061 10.29409 0.7 -0.4 0.0
C 20.65603 29.34804 9.66592 -0.9 0.3 0.6
C 21.50451 30.45552 8.99764 0.8 -1.0 -0.6
O 19.72718 28.75494 8.75480 0.0 0.6 0.7
H 21.98781 27.62082 9.51115 0.0 0.0 -0.1
H 20.90643 27.47912 10.90349 -0.6 0.1 -0.4
H 22.25360 28.48447 10.99512 0.1 0.8 -0.2
H 19.93852 29.73155 10.39130 0.6 0.4 0.3
H 21.00701 31.27718 8.48240 -0.8 -0.2 0.4
H 22.03377 29.93890 8.19697 0.4 0.1 -0.1
H 22.26274 30.86399 9.66573 -0.2 -0.2 0.2
H 20.19261 28.36307 8.01223 0.4 -0.3 -0.8
C 16.91437 31.58568 8.59902 -0.3 -2.0 -0.2
C 17.91263 31.87338 9.68216 -0.8 4.2 0.3
C 18.26825 33.42774 9.63113 0.9 -0.8 0.3
O 17.53691 31.51428 10.99524 -0.3 -0.7 -0.9
H 15.89204 31.94301 8.72257 0.2 0.3 0.3
H 16.88494 30.49801 8.53404 -0.6 -0.4 -0.2
H 17.30063 31.84770 7.61401 0.1 0.5 0.2
H 18.79262 31.29167 9.40769 1.0 -0.3 -0.2
H 18.94471 33.75191 10.42196 0.5 -0.4 0.1
H 17.44713 34.12608 9.79296 -0.7 -0.6 -0.4
H 18.75896 33.63736 8.68068 -0.1 0.1 0.0
H 17.84954 32.18760 11.60393 0.2 0.4 0.3